[1]
Computed, not measured: C50H106AsF8N2O27PS6 as an isolated structure, with ωB97M-V with the def2-TZVPD basis set.

Each line ends with the Löwdin charge.
Element x y z (Å)
1 As 32.481902 24.745133 4.717230  0.93
2 S 30.379039 17.297477 -2.377375  0.67
3 S 26.897148 20.339945 -2.334603  0.66
4 S 36.448542 23.835087 1.635273  0.69
5 S 34.280555 18.403991 0.807739  0.68
6 S 28.844576 27.300443 -0.398230  0.67
7 S 22.317439 27.384339 -1.566725  0.69
8 P 32.037605 22.374512 -2.098551  0.05
9 F 34.734315 21.625711 8.075854  0.07
10 F 31.597176 23.334049 5.458474  -0.31
11 F 31.024144 25.635116 4.658834  -0.25
12 F 33.993061 23.763667 4.768279  -0.29
13 F 26.017570 26.281612 3.542513  0.07
14 F 32.852657 25.385905 6.381400  -0.31
15 F 33.488980 26.107880 4.068190  -0.29
16 F 32.119942 24.114972 3.027469  -0.30
17 O 31.760812 17.285281 -2.739566  -0.27
18 O 29.948838 27.813164 -1.179397  -0.32
19 O 36.863973 24.163194 0.253318  -0.31
20 O 26.689614 19.844941 -3.915090  -0.24
21 O 32.955094 18.079124 1.356922  -0.32
22 O 27.782712 19.125134 2.617146  -0.14
23 O 28.623208 23.070783 1.522348  -0.16
24 O 28.037005 28.364088 0.191101  -0.32
25 O 23.301587 27.285070 -0.242740  -0.28
26 O 26.069489 21.482284 -2.058558  -0.31
27 O 21.359409 26.239164 -1.510598  -0.32
28 O 29.327595 17.595466 -3.385567  -0.31
29 O 36.152736 24.898508 2.596658  -0.31
30 O 30.820604 16.998161 6.674779  -0.15
31 O 23.273628 27.547356 -2.648073  -0.30
32 O 26.875053 19.238700 -1.392640  -0.30
33 O 22.460894 19.920917 1.835386  -0.16
34 O 32.488414 22.838239 -3.539427  -0.46
35 O 27.845832 26.318159 -1.344140  -0.28
36 O 34.956227 16.969601 0.299535  -0.26
37 O 33.578381 27.858366 -3.869263  -0.20
38 O 30.080372 15.740498 -1.868925  -0.26
39 O 33.311713 22.362126 -1.138487  -0.46
40 O 31.502704 20.877168 -2.117912  -0.44
41 O 37.460550 22.671279 2.269638  -0.28
42 O 35.259828 19.161038 1.601364  -0.33
43 O 30.969207 23.354545 -1.544743  -0.43
44 N 32.202696 25.444604 -2.987864  0.21
45 N 31.525992 22.507236 0.929527  0.21
46 C 25.834780 17.992266 3.111757  -0.18
47 C 34.501096 28.484534 -4.777637  -0.10
48 C 34.921163 22.894124 1.596556  -0.12
49 C 37.171594 22.232048 3.585379  -0.27
50 C 34.229617 26.926132 -2.980105  -0.18
51 C 21.577012 29.018858 -1.159337  -0.11
52 C 28.705479 15.372244 -2.006330  -0.31
53 C 26.694808 20.798090 -4.902876  -0.35
54 C 27.585178 24.951202 4.711157  0.01
55 C 29.320112 18.791871 7.294736  -0.14
56 C 33.152011 26.274865 -2.081640  -0.25
57 C 26.813209 18.289502 2.018224  -0.21
58 C 27.504819 24.674430 -3.100646  -0.05
59 C 23.187341 19.721583 0.673169  -0.20
60 C 34.354217 19.769756 4.938431  -0.09
61 C 36.360120 16.957480 0.010293  -0.30
62 C 26.936490 20.309637 -6.292181  -0.06
63 C 31.492862 20.729536 2.692431  -0.02
64 C 29.439155 22.277411 2.361815  -0.20
65 C 34.062383 19.159390 -0.824289  -0.08
66 C 26.181130 18.931321 4.236330  -0.13
67 C 27.507339 22.320845 1.024086  -0.07
68 C 30.581443 21.506733 1.690815  -0.20
69 C 28.428702 25.142401 -1.966001  -0.26
70 C 27.702668 19.017210 4.016757  -0.20
71 C 25.856956 22.778284 4.480446  -0.08
72 C 36.025337 18.717488 6.393836  -0.10
73 C 27.965116 23.683086 5.165796  -0.06
74 C 24.278254 20.774686 0.880073  -0.15
75 C 36.928285 15.555119 0.064509  -0.08
76 C 30.618965 19.371249 6.632676  -0.11
77 C 29.525056 26.112557 0.917980  -0.05
78 C 31.101371 18.106893 5.773844  -0.16
79 C 24.972105 26.055336 0.925368  -0.06
80 C 25.504760 24.051271 3.985677  -0.02
81 C 35.823725 19.648331 7.342120  -0.06
82 C 34.231243 20.713810 5.912925  -0.01
83 C 27.072026 22.645057 5.071859  -0.12
84 C 33.717462 25.425478 -0.912386  -0.03
85 C 29.514294 17.247611 7.231965  -0.20
86 C 28.684389 20.887859 -2.408952  -0.10
87 C 22.363639 21.308089 2.223040  -0.17
88 C 28.576073 13.939152 -1.533435  -0.09
89 C 34.944036 20.683259 7.139190  -0.25
90 C 23.485328 21.964068 1.432168  -0.16
91 C 35.260989 18.784113 5.242397  -0.10
92 C 38.489871 21.556767 4.097467  -0.05
93 C 24.480248 26.542027 -0.421828  -0.30
94 C 26.366812 25.117214 4.077383  -0.29
95 C 30.209161 18.114541 -0.819105  -0.10
96 H 28.668416 13.857853 -0.450398  0.07
97 H 29.419806 25.415751 -2.328073  0.09
98 H 24.116091 22.651543 1.995761  0.08
99 H 22.358700 29.754916 -0.971503  0.07
100 H 25.951748 25.613206 0.743921  0.07
101 H 24.738709 21.116532 -0.046875  0.09
102 H 28.267074 25.777912 4.845227  0.11
103 H 34.138787 24.517357 -1.343531  0.07
104 H 38.324413 21.477690 5.171931  0.07
105 H 31.080919 22.828232 0.081607  0.04
106 H 31.562850 24.911972 -2.416035  0.05
107 H 29.435280 16.663338 8.148743  0.11
108 H 28.430990 19.039083 6.714692  0.08
109 H 36.317329 19.650582 8.302716  0.11
110 H 25.753237 21.347215 -4.899107  0.12
111 H 27.542727 13.645452 -1.717949  0.07
112 H 26.859655 21.163510 -6.965300  0.08
113 H 31.904143 21.359590 3.481086  0.07
114 H 23.032170 22.519610 0.611121  0.11
115 H 26.929955 21.811214 1.795460  0.07
116 H 27.412323 21.571633 -4.629192  0.10
117 H 34.262789 23.372073 0.871156  0.03
118 H 36.331569 21.537983 3.612416  0.10
119 H 34.013949 29.429452 -5.018335  0.08
120 H 34.763607 27.895002 -5.656058  0.08
121 H 24.532159 24.079238 3.516996  0.09
122 H 30.555999 18.083412 4.830385  0.09
123 H 28.507753 24.252368 -1.341740  0.10
124 H 36.676219 17.870870 6.555037  0.10
125 H 24.312663 25.315486 1.379093  0.07
126 H 22.531042 19.792290 -0.194236  0.12
127 H 25.071616 20.503978 1.576768  0.09
128 H 26.202637 19.586981 -6.649026  0.08
129 H 23.662548 18.742336 0.731047  0.11
130 H 26.468054 24.462685 -2.839171  0.07
131 H 38.013759 15.635431 0.006239  0.08
132 H 28.388455 15.261869 -3.043351  0.11
133 H 27.993172 15.977190 -1.445294  0.12
134 H 32.363468 20.311900 2.186751  0.05
135 H 26.322570 18.867006 1.234737  0.09
136 H 25.022733 26.974570 1.508919  0.08
137 H 27.834905 21.606916 0.268365  0.07
138 H 31.741770 23.318789 1.490701  0.09
139 H 32.146842 18.208712 5.482765  0.10
140 H 29.154584 18.887754 8.367823  0.10
141 H 32.582728 24.615731 -3.422182  0.06
142 H 35.398637 17.992818 4.520381  0.10
143 H 25.831610 18.556771 5.198436  0.11
144 H 30.161801 19.191773 -0.978607  0.03
145 H 26.789369 23.001306 0.566292  0.09
146 H 36.583320 17.395926 -0.962357  0.12
147 H 27.914276 19.859974 -6.464912  0.09
148 H 28.923661 23.551035 5.645545  0.10
149 H 28.971769 21.582081 3.059080  0.11
150 H 33.374107 20.000848 -0.744774  0.04
151 H 29.068801 21.287982 -1.470749  0.04
152 H 33.793422 19.720131 4.016780  0.09
153 H 25.672298 19.888480 4.122204  0.09
154 H 34.307847 22.864415 2.497156  0.05
155 H 28.829754 21.628070 -3.195756  0.06
156 H 29.226889 19.969065 -2.631731  0.02
157 H 38.632425 20.545899 3.715468  0.07
158 H 27.258272 17.390490 1.591856  0.12
159 H 39.354363 22.160867 3.822137  0.07
160 H 27.462311 21.704551 5.431751  0.09
161 H 20.928889 28.878254 -0.294306  0.07
162 H 33.679323 21.612367 5.679711  0.09
163 H 25.110829 21.998147 4.513367  0.09
164 H 29.897716 23.027982 3.005613  0.11
165 H 27.908791 23.800585 -3.611840  0.06
166 H 31.017772 19.839967 3.106026  0.07
167 H 22.665358 21.203838 3.265246  0.11
168 H 31.420800 19.651999 7.315567  0.10
169 H 36.926822 17.656644 0.625216  0.11
170 H 36.635777 14.967756 -0.805864  0.07
171 H 32.838576 25.141812 -0.333419  0.07
172 H 32.638238 27.123755 -1.630503  0.13
173 H 27.496259 25.412549 -3.902647  0.07
174 H 35.405343 28.758288 -4.234041  0.08
175 H 30.137956 20.892721 0.906958  0.13
176 H 35.182369 21.878047 1.300802  0.06
177 H 30.201922 25.474685 0.349586  0.05
178 H 35.001427 27.424891 -2.393898  0.12
179 H 24.805166 18.064904 2.761453  0.11
180 H 29.317035 17.708111 -0.342624  0.07
181 H 36.584046 14.929479 0.888025  0.08
182 H 29.319357 13.239455 -1.915595  0.08
183 H 34.754469 26.163196 -3.555058  0.13
184 H 25.247674 27.170915 -0.873126  0.12
185 H 31.174823 17.907095 -0.358073  0.05
186 H 32.389793 22.196799 0.508118  0.07
187 H 24.264171 25.664056 -1.030571  0.12
188 H 26.019520 16.948847 3.367181  0.11
189 H 30.429830 20.253726 6.021480  0.09
190 H 36.900504 23.099890 4.186598  0.11
191 H 28.686929 25.587229 1.375884  0.05
192 H 28.799398 16.826671 6.524971  0.10
193 H 21.411278 21.805489 2.039470  0.11
194 H 21.038692 29.314968 -2.059681  0.06
195 H 28.229728 19.905289 4.365491  0.09
196 H 35.078628 19.396942 -1.138803  0.08
197 H 31.687048 25.972709 -3.677294  0.15
198 H 30.080869 26.713521 1.637718  0.07
199 H 28.291108 18.163708 4.353465  0.11
200 H 33.612115 18.307156 -1.333266  0.05
201 H 34.436932 25.988824 -0.318166  0.09

Cartesian forces (eV/Å) of the 2 atoms listed first:
As 2.7 -0.2 1.0
S -1.4 -0.6 -1.7

Results
HOMO energy	-2.26	eV
LUMO energy	2.9	eV
net charge	-2
E_tot	-268712.55816	eV

=====

[2]
Computed, not measured: an isolated molecule of C7H12N3O2P, with ωB97M-V with the def2-TZVPD basis set.

Each line ends with the Löwdin spin population.
Element x y z (Å)
1 P 0.762048 -1.683623 0.168880  0.21
2 O 3.386860 -0.156557 -0.678487  0.10
3 O 3.321837 1.389510 0.840086  0.01
4 N -0.797994 -0.091515 -1.539440  0.05
5 N 0.147240 1.422259 0.171140  0.78
6 N -1.605536 -0.252890 0.688042  0.01
7 C -0.307487 1.275833 -1.187462  0.07
8 C -1.039303 1.000920 1.032954  0.04
9 C 0.133741 -1.159716 -1.515958  0.06
10 C 1.576552 -0.302789 0.896332  0.51
11 C 2.818801 0.267114 0.294298  0.07
12 C -1.897993 -0.427807 -0.646118  0.00
13 C -0.889120 -1.435349 1.119515  0.02
14 H -0.240552 -2.045359 -1.945315  0.00
15 H 2.616698 1.831230 1.417020  0.00
16 H 0.979887 -0.896895 -2.100836  0.00
17 H 1.212132 0.055975 1.765099  0.02
18 H -0.744152 -1.154775 2.170326  0.00
19 H -1.272080 1.854012 -1.300178  0.03
20 H -0.689545 0.874709 2.186486  0.00
21 H -1.449968 -2.418044 0.954105  0.00
22 H 0.501471 1.569672 -1.845916  0.00
23 H -1.775190 1.767202 0.798616  0.02
24 H -2.716039 0.322998 -0.884993  0.00
25 H -2.032306 -1.606105 -0.858187  0.00

Cartesian forces (eV/Å) of the 2 atoms listed first:
P -0.4 0.3 1.1
O -0.2 -0.9 -0.4

Results
HOMO energy (alpha / beta)	-7.63 / -8.67	eV
LUMO energy (alpha / beta)	0.6 / -2.1	eV
spin multiplicity	3
energy relative to the best compared isomer or geometry (same formula, charge and spin)	0.0	kcal/mol
E_tot	-25302.22744	eV

=====

[3]
Computed, not measured: a 2-piece molecular cluster, C5H6O2 overall, with ωB97M-V with the def2-TZVPD basis set.

Each line ends with the Löwdin charge.
Element x y z (Å)
1 O 0.407667 -0.070202 -0.795605  -0.08
2 O -2.517014 -0.733821 -0.862907  -0.02
3 C 0.232704 -0.050214 0.594484  -0.36
4 C 1.410537 -0.231166 1.402471  -0.06
5 C -1.687968 -0.750403 -1.743759  -0.18
6 C 0.012258 1.197830 -0.121213  -0.04
7 C 2.375677 -0.372181 2.103036  0.14
8 H 3.233705 -0.503731 2.720539  0.03
9 H 0.805614 1.931202 -0.174110  0.12
10 H -1.089935 -1.616112 -2.051034  0.09
11 H -1.516066 0.131443 -2.370435  0.09
12 H -0.668963 -0.572936 0.895935  0.14
13 H -0.992028 1.627485 -0.216515  0.12

Cartesian forces (eV/Å) of the 2 atoms listed first:
O -0.5 1.4 -0.3
O 0.5 -0.3 -0.3

Results
HOMO energy	-9.90	eV
LUMO energy	1.0	eV
SMILES string	C#C[C@H]1CO1.C=O
energy relative to the best compared isomer or geometry (same formula, charge and spin)	98.2	kcal/mol
E_tot	-9372.83747	eV